# C7H7GaNO5

A structure of composition C7H7GaNO5 in a non-equilibrium geometry (ωB97M-V/def2-TZVPD, the OMol25 dataset).

Properties
* HOMO: -21.382 eV
* HOMO-LUMO gap: 6.068 eV
* calculated total energy: -2625.360317 hartree

ORCA input file:
```
! wB97M-V def2-TZVPD RIJCOSX def2/J DEFGRID3
* xyz 3 1
Ga 0.58 0.24 -2.03
O 3.59 -2.16 -0.61
C 2.77 -1.49 -1.04
C -1.10 -0.50 -2.80
O -2.03 -0.94 -3.32
C 0.62 2.22 -1.85
O 0.70 3.37 -1.79
C 1.36 0.35 -3.78
O 1.81 0.45 -4.84
C 0.51 -0.55 2.48
N -0.70 -0.13 1.72
C -1.98 0.16 2.32
C -0.61 0.05 0.41
O 0.53 -0.24 -0.09
H 0.18 -0.60 3.50
H 1.28 0.19 2.38
H 0.84 -1.52 2.15
H -2.25 1.17 2.10
H -2.72 -0.50 1.89
H -1.90 0.00 3.36
H -1.49 0.45 -0.18
*
```


# C53H79As2N9NiO4P

A structure of composition C53H79As2N9NiO4P in a non-equilibrium geometry (ωB97M-V/def2-TZVPD, the OMol25 dataset).

Properties
* HOMO (spin up / spin down): -9.963 / -9.963 eV
* HOMO-LUMO gap (spin up / spin down): 6.589 / 6.570 eV
* calculated total energy: -9181.890638 hartree

ORCA input file:
```
! wB97M-V def2-TZVPD RIJCOSX def2/J DEFGRID3
* xyz 1 1
Ni 0.90 0.85 0.19
N 2.90 0.34 -0.64
C 3.81 1.03 0.28
C 5.25 1.16 -0.20
C 6.21 0.08 0.30
C 6.45 0.14 1.82
N 5.36 -0.41 2.61
C 4.98 -1.69 2.63
N 3.89 -2.03 3.29
N 5.72 -2.62 2.01
C 3.20 2.45 0.62
O 3.94 3.42 0.68
O 1.96 2.43 0.82
H 3.00 -0.68 -0.56
H 3.11 0.60 -1.60
H 3.74 0.49 1.22
H 5.61 2.15 0.13
H 5.26 1.17 -1.29
H 7.17 0.24 -0.18
H 5.83 -0.90 0.02
H 6.58 1.18 2.12
H 7.38 -0.39 2.06
H 4.75 0.24 3.07
H 3.13 -1.34 3.59
H 3.62 -3.00 3.29
H 6.60 -2.39 1.59
H 5.44 -3.59 2.02
O 1.77 -0.68 3.88
C 1.00 -0.57 2.91
O 1.40 -0.38 1.73
C -0.51 -0.78 3.11
N -1.29 0.41 2.76
C -2.57 0.17 3.41
C -2.23 -0.41 4.79
C -0.92 -1.17 4.54
H -0.80 -1.56 2.38
H -1.43 1.32 1.02
H -0.84 1.22 3.20
H -3.11 -0.57 2.81
H -3.17 1.09 3.46
H -3.01 -1.06 5.17
H -2.08 0.40 5.51
H -1.05 -2.24 4.63
H -0.14 -0.87 5.24
N -0.99 1.62 0.15
P -1.18 3.13 -0.32
N -0.34 4.29 0.53
C 0.15 5.56 0.04
C 1.49 5.87 0.71
C 1.30 5.93 2.22
C 0.74 4.59 2.71
C -0.56 4.29 1.97
N -2.77 3.63 -0.39
C -3.05 4.93 -0.99
C -4.35 4.84 -1.79
C -5.53 4.59 -0.85
C -5.07 3.83 0.40
C -3.92 2.88 0.07
N -0.58 3.27 -1.89
C 0.83 2.93 -1.97
C 1.31 2.94 -3.43
C 0.37 3.81 -4.27
C -1.02 3.17 -4.28
C -1.33 2.56 -2.91
H -0.57 6.35 0.27
H 0.26 5.50 -1.05
H 1.87 6.82 0.33
H 2.21 5.09 0.47
H 0.61 6.73 2.48
H 2.26 6.12 2.71
H 0.55 4.63 3.78
H 1.45 3.80 2.49
H -1.32 5.03 2.23
H -0.93 3.30 2.24
H -2.21 5.20 -1.64
H -3.16 5.70 -0.22
H -4.26 4.03 -2.52
H -4.49 5.76 -2.36
H -6.30 4.01 -1.38
H -5.98 5.54 -0.56
H -5.90 3.25 0.81
H -4.75 4.54 1.17
H -4.26 2.17 -0.69
H -3.64 2.31 0.97
H 0.98 1.90 -1.53
H 1.39 3.63 -1.36
H 1.30 1.94 -3.84
H 2.33 3.33 -3.47
H 0.76 3.90 -5.28
H 0.32 4.81 -3.83
H -1.08 2.39 -5.04
H -1.76 3.93 -4.53
H -1.07 1.49 -2.89
H -2.40 2.64 -2.69
C -3.33 -3.52 -0.58
As -2.10 -1.98 -0.41
C -1.55 -1.95 -2.30
C -3.44 -0.48 -0.54
C -4.81 -0.90 -0.95
C -5.20 -0.94 -2.28
C -6.48 -1.35 -2.63
C -7.38 -1.72 -1.65
C -7.00 -1.69 -0.32
C -5.73 -1.29 0.02
H -3.93 -3.43 -1.48
H -4.00 -3.57 0.28
H -2.76 -4.44 -0.62
H -1.12 -2.91 -2.57
H -0.81 -1.18 -2.46
H -2.41 -1.77 -2.94
H -3.01 0.22 -1.25
H -3.47 -0.01 0.44
H -4.51 -0.63 -3.05
H -6.76 -1.37 -3.67
H -8.38 -2.04 -1.93
H -7.70 -1.99 0.45
H -5.43 -1.27 1.06
C 5.11 -5.92 1.28
C 5.05 -5.43 -0.01
C 4.04 -4.56 -0.39
C 3.06 -4.19 0.52
C 3.11 -4.71 1.81
C 4.14 -5.56 2.20
As 1.53 -3.00 0.06
C 1.57 -3.41 -1.84
C 2.20 -2.70 -2.85
C 2.09 -3.10 -4.17
C 1.35 -4.23 -4.48
C 0.71 -4.95 -3.49
C 0.81 -4.55 -2.16
C 0.15 -5.18 -1.03
C -0.59 -6.35 -1.06
C -1.18 -6.83 0.09
C -1.05 -6.14 1.29
C -0.30 -4.98 1.34
C 0.31 -4.50 0.19
H 5.90 -6.59 1.57
H 5.79 -5.75 -0.74
H 4.00 -4.20 -1.41
H 2.31 -4.46 2.51
H 4.16 -5.95 3.20
H 2.77 -1.81 -2.60
H 2.57 -2.54 -4.95
H 1.25 -4.54 -5.51
H 0.12 -5.82 -3.75
H -0.71 -6.89 -1.99
H -1.75 -7.75 0.06
H -1.52 -6.52 2.18
H -0.20 -4.43 2.27
*
```


# C5H9NS

A structure of composition C5H9NS in a non-equilibrium geometry (ωB97M-V/def2-TZVPD, the OMol25 dataset).

Properties
* HOMO: -8.607 eV
* HOMO-LUMO gap: 9.524 eV
* calculated total energy: -648.773353 hartree

ORCA input file:
```
! wB97M-V def2-TZVPD RIJCOSX def2/J DEFGRID3
* xyz 0 1
C -0.48 0.20 -0.79
C -0.08 1.20 0.31
C 0.43 0.36 1.43
C 1.03 -0.13 -0.65
C 1.26 1.38 -0.43
H -2.72 -0.44 -0.52
H -0.53 0.57 -1.76
H -0.79 2.02 0.64
H 0.91 0.99 2.22
H -0.42 -0.08 2.02
H 2.03 -0.98 1.10
H 1.52 -0.54 -1.50
H 1.18 2.02 -1.30
H 2.07 1.69 0.20
N 1.05 -0.77 0.69
S -1.47 -1.12 -0.33
*
```


# C35H39N3NiP2

A structure of composition C35H39N3NiP2 (ωB97M-V/def2-TZVPD, the OMol25 dataset).

Properties
* HOMO (spin up / spin down): -13.141 / -13.324 eV
* ⟨S²⟩: 2.0414
* HOMO-LUMO gap (spin up / spin down): 8.620 / 5.039 eV
* calculated total energy: -3711.920136 hartree

ORCA input file:
```
! wB97M-V def2-TZVPD RIJCOSX def2/J DEFGRID3
* xyz 2 3
Ni -0.07 1.36 -0.23
C -1.24 -1.77 -0.98
N -0.06 -2.30 -0.35
C 1.18 -1.88 -0.94
P 1.54 -0.01 -0.87
C 2.59 0.16 -2.33
C 3.86 -0.41 -2.42
C 4.62 -0.22 -3.57
C 4.11 0.53 -4.63
C 2.84 1.08 -4.55
C 2.08 0.89 -3.41
C 2.65 0.08 0.57
C 3.78 0.90 0.56
C 4.54 1.05 1.71
C 4.17 0.40 2.88
C 3.03 -0.41 2.90
C 2.27 -0.56 1.75
C -0.13 -3.23 0.65
C 1.00 -4.00 1.03
C 0.89 -4.97 1.99
C -0.32 -5.22 2.62
C -1.44 -4.45 2.29
C -1.35 -3.47 1.33
P -1.79 -0.06 -0.35
C -3.10 0.31 -1.57
C -3.10 -0.18 -2.87
C -4.13 0.15 -3.75
C -5.15 1.00 -3.33
C -5.12 1.54 -2.06
C -4.10 1.20 -1.18
C -2.70 -0.47 1.17
C -2.07 -0.21 2.39
C -2.73 -0.46 3.59
C -4.02 -0.97 3.57
C -4.63 -1.27 2.37
C -3.98 -1.02 1.17
H -2.09 -2.45 -0.89
H -1.02 -1.63 -2.04
H 1.18 -2.11 -2.01
H 2.03 -2.37 -0.48
H 4.26 -0.99 -1.60
H 5.60 -0.66 -3.64
H 4.71 0.68 -5.51
H 2.45 1.65 -5.38
H 1.08 1.31 -3.34
H 4.06 1.41 -0.35
H 5.42 1.67 1.69
H 4.76 0.52 3.78
H 2.75 -0.92 3.81
H 1.37 -1.17 1.78
H 1.96 -3.87 0.54
H 1.77 -5.56 2.24
H -0.41 -6.00 3.36
H -2.38 -4.61 2.79
H -2.23 -2.87 1.12
H -2.32 -0.83 -3.24
H -4.13 -0.25 -4.75
H -5.96 1.24 -4.01
H -5.90 2.22 -1.74
H -4.08 1.64 -0.19
H -1.06 0.17 2.39
H -2.24 -0.25 4.53
H -4.55 -1.14 4.50
H -5.63 -1.70 2.35
H -4.46 -1.26 0.23
N 0.26 2.28 1.73
C 1.21 3.41 1.83
C 0.83 4.57 0.91
C 1.12 4.30 -0.56
N 0.21 3.28 -1.13
H -0.64 2.58 2.09
H 0.59 1.56 2.37
H 2.20 3.04 1.57
H 1.25 3.77 2.86
H 1.40 5.44 1.21
H -0.23 4.82 1.04
H 2.15 3.93 -0.66
H 1.05 5.23 -1.12
H 0.45 3.17 -2.11
H -0.73 3.67 -1.12
*
```


Which of these has the highest calculated total energy? C5H9NS


Look up the calculated total energy of the second one. -9181.890638 hartree


Among the records above, which one has the highest calculated total energy? C5H9NS


What is the calculated total energy in the first record? -2625.360317 hartree